Record 1
Molecular formula: C15H9F5MnNO5Se
Method: DFT, ωB97M-V with the def2-TZVPD basis set

Output
- energy relative to the best compared isomer or geometry (same formula, charge and spin) (kcal per mole) = 1.1
- LUMO (alpha / beta) (eV) = 2.03 / 2.00
- ⟨S²⟩ = 8.756
- total charge = -1
- frontier orbital gap (alpha / beta) (eV) = 7.43 / 7.40
- spin multiplicity = 6

XYZ file:
```
37
Properties=species:S:1:pos:R:3:forces:R:3:nbo_charge:R:1
Mn -0.628300 0.812766 -0.491271 0.00 -0.05 0.01 1.476
O 3.232886 -5.002083 -1.673725 -0.02 0.00 -0.02 -0.750
C 2.067509 -4.814429 -2.070306 -0.03 0.00 0.06 0.731
O 1.307833 -5.517721 -2.755153 0.04 0.01 -0.02 -0.734
C 1.454632 -3.458439 -1.615727 0.01 -0.03 -0.04 -0.038
C 2.145542 -2.640468 -0.729693 -0.01 -0.04 -0.03 -0.229
C 1.587489 -1.441538 -0.342352 0.00 0.03 0.04 0.026
N 0.400292 -1.025167 -0.798139 -0.03 -0.02 -0.03 -0.618
C -0.277968 -1.808055 -1.660116 -0.01 0.03 0.02 0.071
C 0.216301 -3.026773 -2.080817 0.04 -0.02 0.04 -0.194
C -1.615180 -1.262341 -2.163440 0.04 0.08 0.10 0.744
O -2.251889 -1.898070 -2.975279 -0.04 -0.01 -0.04 -0.618
O -1.956889 -0.102518 -1.670270 -0.01 -0.07 -0.10 -0.898
H 3.111269 -2.973848 -0.375239 0.00 0.02 0.02 0.253
H 2.088699 -0.775796 0.352060 0.00 0.01 -0.01 0.193
H -0.342871 -3.648417 -2.764741 -0.02 0.02 -0.01 0.271
F -1.100365 -0.990066 6.093261 0.00 0.01 -0.01 -0.289
C -0.861133 -0.232895 5.020270 0.02 -0.01 0.04 0.254
C 0.049079 0.805732 5.088401 0.01 0.00 0.03 0.268
F 0.687769 1.046158 6.237806 0.01 0.01 -0.02 -0.292
C 0.292452 1.585029 3.972560 0.02 0.01 0.01 0.308
F 1.184185 2.574188 4.095052 -0.01 -0.01 0.01 -0.297
C -0.351419 1.370841 2.759543 0.03 0.03 -0.02 -0.269
Se 0.013656 2.499367 1.263287 -0.05 -0.05 0.03 -0.395
C -1.259529 0.321584 2.733389 -0.03 0.03 -0.01 0.274
F -1.941946 0.041833 1.601587 0.09 0.01 0.00 -0.317
C -1.520067 -0.477002 3.831296 -0.05 -0.04 -0.04 0.315
F -2.403880 -1.473414 3.755227 0.01 0.02 -0.01 -0.292
C -0.839489 4.285342 -2.354144 0.01 -0.02 -0.01 -0.640
C 0.251716 3.262998 -2.592330 -0.08 0.02 0.04 -0.059
O -0.207887 1.928161 -2.343169 0.09 0.06 -0.05 -0.780
H -0.452806 5.293192 -2.512463 0.00 0.00 0.00 0.217
H -1.211220 4.211519 -1.331597 0.00 0.01 0.00 0.226
H -1.674317 4.130069 -3.040583 0.00 0.01 0.01 0.207
H 1.082298 3.410822 -1.904066 0.02 -0.01 0.00 0.192
H 0.640425 3.318026 -3.610819 0.01 0.00 -0.01 0.175
H -0.916883 1.671421 -2.948306 -0.03 -0.03 0.02 0.508
```
Positions in Å, forces in eV/Å.



Record 2
Molecular formula: C16B4O34V
Method: DFT, ωB97M-V with the def2-TZVPD basis set

Output
- energy relative to the best compared isomer or geometry (same formula, charge and spin) (kcal per mole) = 21.9
- LUMO (eV) = 5.21
- total charge = -3
- frontier orbital gap (eV) = 8.41

XYZ file:
```
55
Properties=species:S:1:pos:R:3:forces:R:3:lowdin_charge:R:1
O -0.901325 -1.966185 3.612318 0.92 -1.75 -2.30 -0.306
V -0.172055 -2.669007 2.349892 0.22 -0.84 2.55 1.009
O 0.352064 -4.103060 2.907285 -0.63 2.82 -0.99 -0.318
O 2.603740 -0.055971 5.022210 0.11 0.40 0.23 0.159
C 2.971364 0.196298 3.913188 -0.48 -1.09 0.62 -0.376
O 3.984533 0.945527 3.531728 -0.88 0.08 -0.33 0.254
B 3.992532 0.920816 2.061470 1.02 0.87 -1.24 -0.852
O 3.078929 -0.166049 1.634573 -0.24 0.45 0.42 0.284
C 2.400172 -0.544500 2.671045 0.22 -0.68 -1.05 -0.302
O 1.596883 -1.458209 2.625400 -0.58 0.02 0.56 0.057
O 5.344683 0.642785 1.580379 -0.01 -0.08 0.13 0.222
C 5.707787 1.542316 0.671084 0.26 -0.82 -0.04 -0.381
O 6.697461 1.440641 0.002624 0.01 0.52 0.03 0.131
C 4.598548 2.610515 0.613232 0.16 0.05 -0.62 -0.402
O 3.618720 2.203973 1.391457 -0.27 -0.53 0.97 0.235
O 4.623718 3.586479 -0.071660 0.09 0.21 0.12 0.163
O -5.890360 -0.477257 -2.452884 -0.19 -0.83 0.23 0.135
C -5.065527 -1.339870 -2.301380 0.38 1.91 -0.86 -0.411
O -4.943655 -2.188111 -1.321361 -0.40 -0.89 1.42 0.243
B -3.693990 -2.936404 -1.420566 0.26 0.57 -1.34 -0.839
O -3.137567 -2.516720 -2.729513 0.66 -0.77 0.71 0.232
C -3.834406 -1.517540 -3.213391 -0.33 0.70 -0.78 -0.404
O -3.587722 -0.865644 -4.189497 -0.12 -0.40 0.21 0.151
O -3.895715 -4.399818 -1.384511 -0.23 0.26 0.35 0.247
C -3.302988 -4.898179 -0.324692 0.30 -0.43 -0.22 -0.394
O -3.310840 -6.038017 0.033495 -0.13 -0.25 0.22 0.151
C -2.485610 -3.773690 0.324989 0.00 1.89 -0.95 -0.312
O -2.716132 -2.648709 -0.325671 -0.20 -1.30 0.59 0.262
O -1.693332 -3.905764 1.231344 0.45 0.34 0.82 0.079
O -3.102965 0.767830 -0.559307 -0.36 -0.01 0.11 0.178
C -2.374497 1.397383 0.146182 0.50 -0.65 -0.21 -0.370
O -2.174008 2.697366 0.137450 -0.22 0.29 -0.21 0.247
B -1.078335 3.059302 1.036244 -0.33 0.15 -0.77 -0.901
O -0.642395 1.794381 1.608418 0.70 -1.08 0.53 0.255
C -1.362609 0.777376 1.167221 -0.35 1.33 -0.71 -0.342
O -1.264504 -0.378566 1.440685 0.43 -0.81 0.16 0.116
O -1.562084 3.945306 2.096013 -0.34 -0.11 0.68 0.241
C -0.703712 4.904140 2.292778 1.12 1.06 -0.37 -0.395
O -0.687264 5.724772 3.174919 -0.21 -0.34 -0.14 0.109
C 0.296649 4.871917 1.061465 -0.06 0.84 -0.43 -0.382
O -0.016518 3.820969 0.338723 -0.37 -0.92 0.45 0.239
O 1.079573 5.720547 0.723079 -0.26 -0.20 0.76 0.129
O -0.843611 2.376600 -3.711481 -0.14 -0.01 0.00 0.154
C -0.109082 1.550587 -3.263498 1.16 0.80 -0.06 -0.384
O -0.381236 0.318137 -2.926940 -0.83 -0.65 -0.16 0.251
B 0.796638 -0.398567 -2.510302 -0.09 0.84 0.61 -0.855
O 1.924263 0.546172 -2.652238 -0.23 -0.44 -0.11 0.221
C 1.444174 1.739577 -3.015325 -0.81 -0.51 -0.18 -0.375
O 2.068686 2.734859 -3.169291 0.37 0.46 -0.13 0.159
O 0.937011 -1.692789 -3.202940 0.28 0.77 -0.31 0.268
C 1.088197 -2.621788 -2.313284 0.70 -1.70 0.48 -0.411
O 1.350788 -3.783376 -2.482386 -0.10 0.04 -0.41 0.141
C 0.894656 -2.045309 -0.919449 -1.21 1.60 0.37 -0.343
O 0.641002 -0.763252 -1.050644 0.60 -0.97 0.01 0.248
O 0.841285 -2.684196 0.111306 -0.28 -0.22 0.60 0.083
```
Positions in Å, forces in eV/Å.



Record 3
Molecular formula: C16H10BrF5Nb
Method: DFT, ωB97M-V with the def2-TZVPD basis set

Output
- LUMO (eV) = -5.96
- total charge = +1
- frontier orbital gap (eV) = 6.19

XYZ file:
```
33
Properties=species:S:1:pos:R:3:forces:R:3:nbo_charge:R:1
C -0.559614 2.543766 -1.624341 0.48 1.57 0.87 -0.260
C -1.473426 2.655605 -0.523714 1.32 1.83 0.17 -0.262
C -0.737808 2.411506 0.687609 0.69 1.76 -0.41 -0.294
H -2.502116 2.975746 -0.585968 -0.02 -0.33 0.02 0.300
C 0.635037 2.128677 0.336190 0.16 2.16 -0.28 -0.271
C 0.752806 2.240442 -1.095136 -0.27 1.33 0.90 -0.273
H 1.692193 2.206552 -1.653813 -0.55 -0.37 0.19 0.291
H -0.773035 2.787476 -2.662741 -0.04 -0.39 0.32 0.284
H -1.106014 2.571790 1.686134 -0.15 -0.48 0.05 0.316
H 1.463397 1.960130 1.013493 -0.29 -0.09 -0.04 0.303
Nb -0.672457 0.596883 -0.508237 -1.14 -10.34 -3.65 0.965
Br -3.026873 0.001818 0.130514 0.51 0.71 0.37 -0.061
C -0.449344 -1.759619 -1.802805 -0.70 0.64 0.06 -0.240
C 0.662669 -0.975382 -2.243615 -0.46 0.76 0.47 -0.212
C 0.154459 0.116183 -3.007110 -0.27 -0.21 0.83 -0.212
H 1.708149 -1.206216 -2.079619 -0.21 0.09 0.03 0.284
C -1.277485 0.021379 -3.033608 0.09 -0.19 1.07 -0.239
C -1.642266 -1.177743 -2.327388 1.04 0.28 0.22 -0.169
H -2.646077 -1.587036 -2.255718 0.33 0.22 0.16 0.275
H -0.404609 -2.658444 -1.198940 0.07 0.13 -0.17 0.278
H 0.745272 0.843298 -3.556507 -0.11 -0.14 0.24 0.257
H -1.969215 0.675966 -3.569593 0.34 -0.29 0.20 0.268
F -0.877048 0.532179 2.878469 0.29 -0.63 -0.32 -0.330
C 0.000711 -0.486820 2.623957 -0.14 0.07 0.78 0.362
C 0.447513 -0.731112 1.329892 -0.14 0.98 -0.82 -0.404
C 1.447589 -1.702654 1.262675 0.36 -0.28 0.06 0.370
F 2.092699 -1.969847 0.089214 -0.52 0.08 0.53 -0.333
C 1.903367 -2.432915 2.376485 0.29 -0.22 -0.65 0.258
F 2.837360 -3.387938 2.230365 -0.41 0.57 -0.07 -0.278
C 1.398022 -2.183424 3.641153 -0.03 -0.05 0.19 0.310
F 1.850330 -2.856673 4.711336 -0.45 0.54 -0.88 -0.265
C 0.421653 -1.202101 3.756519 -0.31 0.25 0.38 0.261
F -0.095840 -0.951473 4.974849 0.26 0.05 -0.83 -0.278
```
Positions in Å, forces in eV/Å.



Record 4
Molecular formula: C16H10BrF5ORu
Method: DFT, ωB97M-V with the def2-TZVPD basis set

Output
- LUMO (alpha / beta) (eV) = 3.16 / 1.43
- ⟨S²⟩ = 8.796
- total charge = -1
- frontier orbital gap (alpha / beta) (eV) = 7.13 / 5.88
- spin multiplicity = 6

XYZ file:
```
34
Properties=species:S:1:pos:R:3:forces:R:3:nbo_charge:R:1
C -2.070434 -0.790504 -1.479169 0.35 2.61 1.99 -0.212
C -2.408928 -1.192812 -0.123462 0.35 1.61 -0.98 -0.176
C -2.183136 -0.120012 0.739591 -0.03 0.13 0.24 -0.297
H -2.836656 -2.127820 0.130228 -0.17 -0.71 0.21 0.214
C -1.593273 0.949810 0.022626 -1.49 0.45 -0.77 -0.168
C -1.584818 0.595294 -1.418114 -2.20 -0.09 1.33 -0.479
H -1.635230 1.319309 -2.239336 -0.10 -0.37 0.70 0.260
H -2.304984 -1.327272 -2.346294 -0.09 -0.60 -1.00 0.226
H -2.515427 -0.071155 1.792772 0.68 -0.16 -0.67 0.220
H -1.468815 1.971310 0.442262 0.33 -0.98 -0.47 0.227
Ru 0.361020 -0.140142 -1.478558 -0.39 -0.86 4.02 1.064
Br 0.124089 -2.671758 -1.478822 0.46 -1.81 0.60 -0.563
C 1.635120 0.763071 -3.000926 -0.48 -0.27 -1.02 -0.404
C 0.579416 1.540894 -3.582629 0.09 -0.06 -0.88 -0.263
C -0.389417 0.647559 -4.128970 0.58 0.60 -0.85 -0.287
H 0.606215 2.626684 -3.766857 -0.14 -0.65 0.48 0.216
C 0.021086 -0.671167 -3.886695 0.38 0.45 -1.01 -0.266
C 1.284419 -0.646560 -3.173914 0.92 1.39 -2.78 -0.372
H 1.984389 -1.447527 -3.165031 0.25 -0.45 0.24 0.258
H 2.603488 1.142454 -2.739070 0.18 0.04 0.27 0.239
H -1.230096 0.967104 -4.782336 0.53 -0.36 0.86 0.218
H -0.434074 -1.544164 -4.340880 0.00 0.03 0.51 0.234
F 1.354050 0.087588 6.414783 -0.22 -0.02 -0.11 -0.318
C 1.082048 0.045000 5.089742 0.42 0.09 -0.92 0.194
C 1.072909 1.221601 4.333574 0.18 -1.17 -0.21 0.266
F 1.259104 2.354901 5.030804 -0.24 0.45 -0.37 -0.315
C 1.030575 1.184716 2.932288 -0.16 -0.26 0.61 0.212
F 1.003465 2.391372 2.322337 0.05 -0.06 -0.26 -0.327
C 1.028946 -0.021724 2.124918 0.21 0.32 1.98 0.297
O 1.075757 0.005162 0.858074 -0.06 -0.26 -0.67 -0.780
C 1.060980 -1.196296 2.988222 -0.16 0.87 0.12 0.260
F 1.064353 -2.403546 2.410734 0.06 -0.28 -0.13 -0.318
C 1.109287 -1.161058 4.398882 0.07 0.85 -1.10 0.251
F 1.314587 -2.280328 5.099230 -0.18 -0.45 0.01 -0.311
```
Positions in Å, forces in eV/Å.